Below is a gas-phase ion, C3H8N2O2 (charge +1) in a non-equilibrium geometry, with properties calculated with ωB97M-V/def2-TZVPD.

```
! wB97M-V def2-TZVPD RIJCOSX def2/J DEFGRID3
* xyz 1 2
O 1.4569 -1.2007 1.5599
C 0.9673 -0.4254 0.7908
N -0.0204 0.4591 1.1305
C -0.8931 1.3300 0.3560
O -2.1375 0.7337 0.0782
C 1.3070 -0.5480 -0.6675
N 0.2676 -1.3205 -1.2548
H -0.4699 0.2054 2.0025
H -0.4673 1.5763 -0.6209
H -1.0634 2.2472 0.9122
H -2.6749 0.5808 0.8601
H 2.2689 -1.1080 -0.5813
H 1.4957 0.2802 -1.3653
H -0.6157 -0.8028 -1.2671
H 0.5788 -2.0073 -1.9334
*
```

## Properties
- E_LUMO (spin up / spin down): -3.53 / -8.82 eV
- Energy relative to the best compared isomer or geometry (same formula, charge and spin): 154.6 kJ/mol
- HOMO-LUMO gap (spin up / spin down): 11.63 / 6.19 eV
- HOMO level (spin up / spin down): -15.2 / -15.0 eV